Record 1
The following is a DFT calculation (ωB97M-V/def2-TZVPD) of a molecular structure, C32H49BrClO2PSn at a distorted geometry.

Computed properties:
M   730.78 Da
Net charge   0
2S+1   1
LUMO (alpha / beta)   -1.136 / -1.251 eV
Relative energy (zero: lowest compared OMol25 entry of this formula, charge and spin)   47.5 kcal per mole
Energy   -135757.797 eV
Orbital gap (alpha / beta)   2.583 / 2.198 eV

Each line ends with the Mulliken charge.
Element x y z (Å)
Sn 2.5485 2.7430 0.8021  0.686
P -0.2343 0.2543 -2.3386  0.160
Cl 0.2734 3.5403 0.4662  -0.397
C -0.9531 -0.4599 -0.7737  0.802
H -0.1996 -0.2022 -0.0031  -1.341
H -1.8132 0.2048 -0.5467  0.822
C 1.5911 0.5224 -2.2308  0.631
C -0.9728 1.9436 -2.3870  0.587
C 2.2675 0.6794 -3.6054  -1.021
H 1.6722 1.4833 -1.6810  0.359
C 3.7315 1.1082 -3.4435  -0.884
H 2.2310 -0.2831 -4.1396  0.208
H 1.7419 1.4098 -4.2389  0.306
C 4.5188 0.1636 -2.5297  -0.885
H 4.1987 1.1470 -4.4349  0.399
H 3.7593 2.1273 -3.0326  0.364
C 3.8036 -0.1156 -1.2034  -0.106
H 4.6744 -0.7899 -3.0523  0.359
H 5.5126 0.5826 -2.3367  0.438
C 2.3421 -0.5324 -1.4109  0.901
H 4.3221 -0.9121 -0.6547  0.440
H 3.8270 0.7832 -0.5627  -0.320
H 2.2985 -1.5017 -1.9336  0.253
H 1.8698 -0.6744 -0.4315  -1.146
C -0.7561 -0.7702 -3.7753  -0.243
C -2.4869 1.9227 -2.6397  -0.905
H -0.7958 2.2982 -1.3513  -0.035
C -3.0797 3.3169 -2.3903  -0.847
H -2.6882 1.6218 -3.6796  0.252
H -2.9922 1.1914 -1.9936  0.469
C -2.3798 4.4062 -3.2106  -0.718
H -4.1500 3.2990 -2.6233  0.421
H -2.9785 3.5518 -1.3217  0.344
C -0.8528 4.3614 -3.0817  -0.840
H -2.6532 4.2911 -4.2679  0.329
H -2.7409 5.3917 -2.8958  0.371
C -0.2733 2.9580 -3.3052  -0.412
H -0.3932 5.0528 -3.7977  0.419
H -0.5618 4.6878 -2.0732  0.284
H -0.4022 2.6641 -4.3589  0.217
H 0.8074 2.9913 -3.1071  0.066
C 0.0369 -2.0844 -3.8808  0.179
H -1.8043 -1.0274 -3.5286  1.104
C -0.5840 -3.0038 -4.9422  -0.862
H 1.0813 -1.8680 -4.1550  0.180
H 0.0673 -2.5989 -2.9107  -0.452
C -0.7641 -2.3176 -6.3045  -0.751
H 0.0452 -3.8947 -5.0537  0.411
H -1.5641 -3.3429 -4.5786  0.369
C -1.4148 -0.9329 -6.2051  -0.892
H 0.2157 -2.2184 -6.7904  0.337
H -1.3739 -2.9556 -6.9540  0.421
C -0.7712 -0.0434 -5.1313  -0.474
H -1.3625 -0.4186 -7.1718  0.404
H -2.4789 -1.0525 -5.9583  0.382
H 0.2593 0.2126 -5.4257  0.205
H -1.3266 0.9030 -5.0674  0.094
C 0.2255 -2.8584 -0.3859  -0.981
C -1.2894 -1.8075 -0.7269  0.154
H 0.9287 -3.0328 -1.2117  0.084
C -2.2482 -2.1768 0.3932  -1.537
H -1.6448 -2.2228 -1.6784  0.400
C -1.5719 -2.0552 1.7588  0.595
H -3.1364 -1.5308 0.3774  0.469
H -2.5852 -3.2086 0.2483  0.337
C -0.5300 -3.1299 2.0165  -1.096
H -1.0737 -1.0791 1.8092  -0.736
H -2.3203 -2.0461 2.5639  0.388
C 0.6269 -3.0483 0.9789  0.096
H -0.1272 -3.0215 3.0357  0.404
H -1.0109 -4.1180 1.9495  0.408
H 1.2679 -2.1962 1.2750  -0.327
H 1.2371 -3.9612 1.0730  0.470
Br -1.5011 1.1644 3.1179  -0.066
C -0.2820 0.2245 4.2311  0.270
C -0.7218 -0.4503 5.3709  -0.445
C 0.1999 -1.1031 6.1986  -0.540
C 1.5628 -1.0697 5.8881  -0.614
C 2.0079 -0.4098 4.7453  -0.360
C 1.0854 0.2175 3.9017  0.372
C 1.5361 0.8972 2.6483  0.309
O 1.4168 0.3523 1.5280  -0.312
O 2.0633 2.0808 2.7983  -0.802
H -1.7842 -0.4590 5.6008  0.421
H -0.1510 -1.6283 7.0877  0.382
H 2.2879 -1.5589 6.5407  0.386
H 3.0647 -0.3633 4.4792  0.434

Record 2
The following is a DFT calculation (ωB97M-V/def2-TZVPD) of 8 unconnected molecules or ions with the total composition C32H49N4O22 at a distorted geometry.

Computed properties:
M   841.75 Da
Net charge   +1
2S+1   1
LUMO   -2.868 eV
Energy   -84977.641 eV
Orbital gap   8.987 eV

Each line ends with the Mulliken charge.
Element x y z (Å)
C 4.2427 -2.0991 0.3284  -0.682
C 3.7305 -1.8428 -0.8395  -0.088
N 2.4779 -2.5121 -1.1965  -0.316
C 1.4652 -1.8650 -0.5853  0.568
N 0.5698 -2.5408 0.1663  -0.441
N 1.3753 -0.5795 -0.7435  0.315
N 0.3720 0.1826 -0.1104  -0.721
C 0.6639 0.3717 1.0847  0.820
O 0.7332 0.2170 2.2258  -0.372
H 4.9445 -1.3946 0.7424  0.188
H 4.0147 -2.9803 0.9151  0.116
H 4.1670 -1.1576 -1.5391  0.543
H 2.4853 -3.4690 -0.8537  0.257
H 0.6789 -2.3261 1.1513  0.221
H 0.6254 -3.5336 -0.0108  0.363
H 2.0445 -0.0858 -1.3162  0.268
C 1.1839 -3.6622 4.9578  -1.457
C 1.1647 -4.6178 3.7909  0.498
C 1.8935 -5.9158 4.0210  -0.580
O 2.2729 -6.2826 2.6808  -0.321
C 2.3867 -5.1530 1.9710  0.380
O 2.8622 -5.0902 0.8748  -0.344
O 1.8973 -4.0889 2.6575  -0.193
H 0.7807 -2.6921 4.6656  0.330
H 0.5907 -4.0518 5.7837  0.416
H 2.2030 -3.4913 5.3066  0.347
H 0.1355 -4.7943 3.4659  0.266
H 1.2681 -6.6833 4.4687  0.325
H 2.8019 -5.8000 4.6149  0.324
C 0.5404 3.8407 -0.9801  -1.162
C -0.2322 4.3298 -2.1788  0.526
C -0.5731 3.2641 -3.1885  -0.415
O -0.6757 4.0204 -4.3994  -0.223
C 0.1266 5.1122 -4.2608  0.557
O 0.4112 5.8496 -5.1422  -0.518
O 0.5549 5.2307 -2.9762  -0.404
H 0.8843 4.6819 -0.3786  0.400
H -0.0842 3.1973 -0.3593  0.138
H 1.4307 3.2842 -1.2840  0.314
H -1.1277 4.8663 -1.8540  0.199
H -1.5109 2.7567 -2.9703  0.325
H 0.2195 2.5198 -3.3129  0.254
C -4.2813 1.9361 4.3076  -1.004
C -3.9169 1.8034 2.8504  0.538
C -2.4401 1.8437 2.5594  -0.499
O -2.4012 2.3343 1.2145  -0.196
C -3.5238 3.0899 1.0358  0.479
O -3.7139 3.7852 0.0956  -0.541
O -4.3744 2.9332 2.0798  -0.281
H -5.3547 2.0638 4.4249  -0.133
H -3.9694 1.0527 4.8665  0.395
H -3.8120 2.8152 4.7512  0.378
H -4.3801 0.9054 2.4292  0.262
H -1.9700 0.8635 2.6231  0.331
H -1.8979 2.5457 3.1979  0.275
C 4.3014 -7.4575 -0.1661  -1.260
C 5.6144 -7.9765 -0.6990  0.526
C 5.9196 -7.5831 -2.1228  -0.519
O 6.7734 -8.6474 -2.5521  -0.334
C 6.4480 -9.7481 -1.8189  0.609
O 6.8363 -10.8430 -2.0389  -0.499
O 5.6103 -9.4088 -0.7998  -0.371
H 4.0769 -7.9108 0.7998  0.340
H 4.3310 -6.3843 -0.0495  0.296
H 3.4794 -7.7169 -0.8364  0.305
H 6.4307 -7.6931 -0.0269  0.287
H 6.4307 -6.6254 -2.2010  0.299
H 5.0326 -7.5719 -2.7620  0.334
C 8.2220 2.1661 1.8049  -1.480
C 7.1391 2.0843 0.7590  0.505
C 6.3947 3.3711 0.5137  -0.517
O 5.1194 2.8889 0.0499  -0.276
C 4.9340 1.6719 0.5902  0.570
O 3.9023 1.0678 0.5552  -0.476
O 6.0589 1.2186 1.1791  -0.349
H 8.6015 1.1721 2.0396  0.367
H 9.0490 2.7824 1.4551  0.396
H 7.8370 2.5882 2.7341  0.353
H 7.5451 1.6779 -0.1712  0.261
H 6.8654 4.0016 -0.2359  0.320
H 6.2315 3.9533 1.4226  0.312
C -2.3198 3.5282 -6.6167  -1.383
C -3.3635 3.4890 -7.7050  0.500
C -4.0239 4.8125 -7.9957  -0.503
O -5.3008 4.4032 -8.5037  -0.322
C -5.5855 3.1937 -7.9547  0.612
O -6.6373 2.6526 -8.0209  -0.518
O -4.4949 2.6916 -7.3145  -0.379
H -2.0093 2.5160 -6.3560  0.325
H -1.4441 4.0919 -6.9337  0.410
H -2.7179 3.9809 -5.7116  0.329
H -2.9443 3.0482 -8.6147  0.298
H -3.4872 5.4046 -8.7333  0.328
H -4.1862 5.4153 -7.0989  0.311
C -10.8669 1.9722 3.5318  -1.462
C -9.6653 2.8468 3.7887  0.510
C -8.5190 2.6447 2.8302  -0.505
O -7.3930 3.0396 3.6278  -0.246
C -7.7220 2.8165 4.9255  0.596
O -6.9576 2.8689 5.8335  -0.547
O -9.0386 2.5233 5.0446  -0.347
H -11.5818 2.0581 4.3494  0.360
H -11.3608 2.2578 2.6035  0.380
H -10.5792 0.9216 3.4689  0.354
H -9.9667 3.8971 3.8295  0.249
H -8.5934 3.2606 1.9373  0.332
H -8.3859 1.6002 2.5374  0.297